1.
100
Properties=species:S:1:pos:R:3:mulliken_spin:R:1 method="wB97M-V/def2-TZVPD" spin_multiplicity=2 lumo_ev="-0.74 / -1.56" e_above_lowest_kcal_mol=8.35 homo_lumo_gap_ev="5.8 / 3.7" e_homo_ev="-6.5 / -5.3" energy_ev=-154067.122 charge=0 s_squared=0.9961
Mn -1.2175 -0.5975 0.9255 0.557
O 3.5553 -0.6708 -0.8915 0.000
S 2.2495 -0.2793 -0.2851 -0.001
C 2.2511 -0.9533 1.3944 -0.005
C 3.0885 -0.4667 2.3817 -0.001
C 3.1690 -1.1341 3.5972 0.001
C 2.4394 -2.2933 3.8027 -0.001
C 1.5810 -2.7712 2.8186 0.007
C 1.4608 -2.0951 1.6143 0.002
P 0.1954 -2.4978 0.3397 -0.023
C -0.5751 -4.0777 0.8819 0.015
C -1.8207 -3.9872 1.5014 -0.014
C -2.5124 -5.1227 1.9003 0.000
C -1.9588 -6.3746 1.6839 0.000
C -0.7171 -6.4825 1.0696 0.000
C -0.0323 -5.3455 0.6643 0.000
C 1.3258 -3.0863 -0.9935 -0.009
C 0.9499 -2.9424 -2.3266 -0.005
C 1.7430 -3.4446 -3.3484 -0.002
C 2.9265 -4.0999 -3.0464 0.000
C 3.3265 -4.2243 -1.7225 0.001
C 2.5370 -3.7134 -0.7035 -0.002
C 2.3883 1.4877 0.0295 0.013
C 3.6613 2.0160 -0.1572 0.001
C 3.8623 3.3813 -0.0623 0.000
C 2.7825 4.2162 0.1915 -0.001
C 1.5190 3.6809 0.3673 0.007
C 1.2892 2.3037 0.3035 -0.036
P -0.4319 1.6893 0.6584 -0.083
C -0.6726 2.5418 2.2774 0.018
C 0.3953 2.7819 3.1414 -0.004
C 0.1784 3.3126 4.4048 0.000
C -1.1094 3.6043 4.8306 -0.001
C -2.1791 3.3593 3.9842 0.009
C -1.9626 2.8223 2.7228 -0.024
C -1.3710 2.7341 -0.5256 0.056
C -1.6260 2.1603 -1.7740 -0.013
C -2.3118 2.8648 -2.7537 0.004
C -2.7640 4.1495 -2.4919 -0.005
C -2.5290 4.7239 -1.2499 -0.001
C -1.8317 4.0246 -0.2731 -0.018
H 3.6745 0.4286 2.2079 0.000
H 3.8044 -0.7453 4.3831 0.000
H 2.5143 -2.8192 4.7464 0.000
H 0.9736 -3.6485 3.0015 0.001
H -2.2505 -3.0143 1.6966 -0.007
H -3.4796 -5.0216 2.3791 -0.001
H -2.4926 -7.2674 1.9864 0.000
H -0.2775 -7.4577 0.9019 0.000
H 0.9254 -5.4503 0.1716 0.000
H 0.0385 -2.4132 -2.5688 -0.001
H 1.4400 -3.3212 -4.3812 0.000
H 3.5451 -4.5019 -3.8390 0.000
H 4.2603 -4.7156 -1.4795 0.000
H 2.8753 -3.7890 0.3229 0.000
H 4.4656 1.3322 -0.3997 0.000
H 4.8546 3.7934 -0.1975 0.000
H 2.9239 5.2885 0.2483 0.000
H 0.6894 4.3449 0.5725 0.001
H 1.4055 2.5315 2.8435 -0.001
H 1.0202 3.4857 5.0649 0.000
H -1.2778 3.9996 5.8251 0.000
H -3.1920 3.5691 4.3096 0.000
H -2.8080 2.5986 2.0861 0.016
H -1.2922 1.1452 -1.9621 -0.008
H -2.5081 2.4033 -3.7138 0.000
H -3.3032 4.7014 -3.2521 0.000
H -2.8909 5.7224 -1.0367 0.001
H -1.6816 4.4788 0.6975 -0.001
Te -4.5480 1.3314 0.0845 0.469
C -5.6515 3.0794 0.2306 -0.028
C -5.6742 3.9665 1.2803 0.031
C -6.5607 5.0540 1.0786 -0.013
C -7.2004 4.9828 -0.1260 0.039
S -6.7294 3.6000 -1.0076 0.005
H -5.0671 3.8273 2.1665 0.001
H -6.7158 5.8522 1.7915 0.000
H -7.9305 5.6680 -0.5311 0.001
O -2.5008 -0.2156 2.7654 0.024
Cl -1.4070 -0.6112 3.6788 -0.014
O -1.4276 -2.0382 3.8423 0.000
O -1.5269 0.0599 4.9257 -0.001
O -0.1815 -0.2202 2.9809 -0.001
C -2.7294 -2.5809 -2.0288 -0.003
C -3.2730 -1.9704 -0.7757 -0.002
O -2.7632 -0.9381 -0.3555 0.051
C -4.4080 -2.5866 -0.0714 0.006
C -5.0847 -3.6793 -0.6160 0.003
C -6.1739 -4.2245 0.0406 0.001
C -6.5972 -3.6823 1.2470 -0.003
C -5.9042 -2.6209 1.8171 0.002
C -4.8074 -2.0822 1.1688 0.013
H -1.9884 -1.9036 -2.4386 -0.001
H -3.5173 -2.7479 -2.7644 0.000
H -2.2625 -3.5448 -1.8033 0.000
H -4.7558 -4.1060 -1.5547 0.000
H -6.6913 -5.0740 -0.3863 0.000
H -7.4611 -4.0964 1.7517 0.000
H -6.2135 -2.2178 2.7725 -0.002
H -4.2251 -1.2996 1.6401 -0.021

***

2.
123
Properties=species:S:1:pos:R:3:mulliken_spin:R:1 method="wB97M-V/def2-TZVPD" spin_multiplicity=6 lumo_ev="-5.82 / -5.59" homo_lumo_gap_ev="3.9 / 4.1" e_homo_ev="-9.7 / -9.7" energy_ev=-149499.960 charge=0 s_squared=8.7513
Mn -1.6525 -4.1335 -0.8877 4.971
B 0.2428 -1.6507 0.9226 -0.002
F 0.5038 -1.7241 -0.4405 0.004
F 0.0362 -2.9867 1.2243 0.009
F 1.3671 -1.2354 1.5608 0.001
F -0.8992 -1.0159 1.2713 0.001
B -0.2345 -7.6005 -0.1125 0.001
F 0.8604 -7.9246 0.6943 0.000
F 0.0708 -6.5860 -1.0638 0.007
F -0.7806 -8.6239 -0.8253 0.000
F -1.2153 -6.9537 0.6453 0.003
C 2.1345 4.1380 -3.6460 0.000
C 2.7771 5.1940 -4.3027 0.000
C 4.0496 5.0526 -4.8217 0.000
C 4.8356 3.9338 -4.4585 0.000
C 4.1873 2.9344 -3.7091 0.000
C 2.8356 2.9622 -3.3486 0.000
N 6.2479 3.7400 -4.9549 0.000
O 6.6815 2.5884 -4.9106 0.000
O 6.8789 4.7125 -5.4043 0.000
H 1.1898 4.2866 -3.1441 0.000
H 2.3073 6.1473 -4.4944 0.000
H 4.4618 5.8262 -5.4526 0.000
H 4.6620 1.9735 -3.5752 0.000
H 2.2842 2.1966 -2.8231 0.000
C 3.6533 -1.1439 -8.0249 0.000
C 3.6227 -1.4377 -6.7011 0.000
C 2.4472 -1.9101 -6.0981 0.000
C 1.2523 -1.9258 -6.8229 0.000
C 1.3119 -1.5307 -8.1692 0.000
C 2.4761 -1.0648 -8.7576 0.000
N -0.0071 -2.4217 -6.2730 0.000
O 0.0067 -2.9228 -5.1031 0.001
O -1.0808 -2.4695 -6.9535 0.000
H 4.5830 -0.8789 -8.5064 0.000
H 4.5616 -1.3862 -6.1698 0.000
H 2.4807 -2.1391 -5.0432 0.000
H 0.3995 -1.4364 -8.7393 0.000
H 2.5509 -0.6849 -9.7658 0.000
C -10.0918 -3.1853 2.6748 0.000
C -9.5206 -3.7433 3.8126 0.000
C -8.1579 -3.8061 3.8140 0.000
C -7.3099 -3.4549 2.7299 0.000
C -7.9520 -3.0349 1.5276 0.000
C -9.3513 -2.9244 1.5173 0.000
N -5.8366 -3.6740 2.8212 0.000
O -5.1008 -3.5274 1.8143 0.001
O -5.3145 -4.0365 3.9015 0.000
H -11.1276 -2.8890 2.7516 0.000
H -10.1896 -3.9954 4.6221 0.000
H -7.6142 -4.1782 4.6697 0.000
H -7.4399 -2.6629 0.6525 0.000
H -9.9035 -2.6567 0.6286 0.000
C -5.1174 3.1595 1.5570 0.000
C -6.5204 3.3637 1.4876 0.000
C -7.0372 4.6278 1.3865 0.000
C -6.2296 5.7039 1.2571 0.000
C -4.8785 5.5424 1.1149 0.000
C -4.3037 4.2827 1.2792 0.000
N -6.8360 7.1196 1.3767 0.000
O -8.0273 7.2445 1.5203 0.000
O -6.0273 8.0435 1.3866 0.000
H -4.6697 2.2570 1.9462 0.000
H -7.1167 2.4812 1.6663 0.000
H -8.0985 4.7974 1.4932 0.000
H -4.1748 6.3569 1.0261 0.000
H -3.2279 4.2245 1.3543 0.000
C -7.3541 1.0323 -6.0630 0.000
C -7.1415 -0.2186 -5.5390 0.000
C -6.1059 -0.3932 -4.6358 0.000
C -5.2639 0.6270 -4.2564 0.000
C -5.3925 1.8797 -4.8109 0.000
C -6.4785 2.1167 -5.6753 0.000
N -4.2336 0.2870 -3.2164 0.000
O -4.1095 -0.8812 -2.8123 0.001
O -3.4066 1.1513 -3.0793 0.000
H -8.0989 1.2283 -6.8200 0.000
H -7.8143 -1.0266 -5.7859 0.000
H -6.0415 -1.4080 -4.2718 0.000
H -4.7157 2.6692 -4.5194 0.000
H -6.6412 3.0726 -6.1508 0.000
C 6.5460 1.0544 2.7102 0.000
C 7.7653 1.7143 2.5429 0.000
C 8.5670 2.1229 3.6077 0.000
C 8.1073 1.9802 4.9446 0.000
C 6.9060 1.2945 5.1376 0.000
C 6.0995 0.9135 3.9859 0.000
N 8.8922 2.4556 6.1165 0.000
O 8.4854 2.1994 7.2696 0.000
O 9.8881 3.0585 5.8270 0.000
H 5.9853 0.7321 1.8452 0.000
H 8.0339 1.9387 1.5211 0.000
H 9.5309 2.5477 3.3692 0.000
H 6.4900 1.0431 6.1020 0.000
H 5.0618 0.6519 4.1310 0.000
C 0.5431 2.1185 6.3366 0.000
C -0.2747 3.2030 6.6357 0.000
C -1.6275 3.0412 6.7545 0.000
C -2.2096 1.7550 6.6257 0.000
C -1.4521 0.6982 6.3124 0.000
C -0.0923 0.8763 6.0523 0.000
N -3.6956 1.6159 6.7564 0.000
O -4.1546 0.4717 6.7075 0.000
O -4.3476 2.6351 7.0559 0.000
H 1.6017 2.2105 6.1438 0.000
H 0.1695 4.1583 6.8734 0.000
H -2.1880 3.8987 7.0964 0.000
H -1.9022 -0.2758 6.1900 0.000
H 0.5227 0.0383 5.7591 0.000
C 9.0874 -5.2735 2.5150 0.000
C 8.0363 -6.0421 2.0142 0.000
C 7.2281 -5.5274 0.9992 0.000
C 7.4281 -4.2791 0.4935 0.000
C 8.4851 -3.4931 0.9861 0.000
C 9.3373 -4.0255 1.9629 0.000
N 6.4733 -3.6525 -0.3892 0.000
O 6.9023 -2.9181 -1.2686 0.000
O 5.2732 -3.9018 -0.2249 0.000
H 9.5374 -5.6201 3.4336 0.000
H 7.6583 -6.9486 2.4634 0.000
H 6.3222 -6.0362 0.7045 0.000
H 8.7353 -2.5165 0.5989 0.000
H 10.1267 -3.3880 2.3329 0.000

***

3.
99
Properties=species:S:1:pos:R:3:mulliken_spin:R:1 method="wB97M-V/def2-TZVPD" spin_multiplicity=5 lumo_ev="-6.67 / -6.00" homo_lumo_gap_ev="7.0 / 7.8" e_homo_ev="-13.7 / -13.8" energy_ev=-167951.845 charge=+2 s_squared=6.1437
Mn -0.1982 -1.0554 -0.1386 4.268
Cl -1.1917 -3.3399 -0.0724 0.041
C 0.5676 -3.5632 -0.0524 -0.072
C 1.3018 -2.3985 -0.1594 -0.183
C 2.6792 -2.5347 -0.0766 -0.045
Cl 3.6999 -1.1457 -0.1309 -0.003
C 3.2682 -3.7882 0.1136 -0.025
Cl 4.9667 -3.9320 0.2383 -0.004
C 2.4734 -4.9354 0.2282 0.036
Cl 3.1840 -6.4607 0.5019 0.007
C 1.0863 -4.8293 0.1428 -0.039
Cl 0.0608 -6.1855 0.3107 -0.003
N -1.8586 0.1926 -0.2499 0.178
C -2.3288 0.6651 -1.5503 0.027
C -3.4669 1.4548 -1.6194 -0.006
C -3.8594 1.9729 -2.8433 0.001
C -3.1123 1.7172 -3.9888 -0.002
C -1.9867 0.9160 -3.9160 -0.004
C -1.5944 0.3751 -2.6921 -0.020
P -0.2650 -0.8407 -2.5333 -0.019
C 1.1425 -0.2854 -3.4968 -0.052
C 1.1820 -0.4526 -4.8830 -0.002
C 2.2333 0.0826 -5.6083 0.000
C 3.2430 0.7848 -4.9615 -0.001
C 3.2041 0.9580 -3.5858 0.005
C 2.1529 0.4259 -2.8556 0.017
C -0.8985 -2.3569 -3.2801 0.012
C -0.0135 -3.3125 -3.7758 -0.007
C -0.5033 -4.5017 -4.2970 0.003
C -1.8695 -4.7401 -4.3192 -0.005
C -2.7533 -3.7937 -3.8138 0.002
C -2.2716 -2.6048 -3.2929 -0.005
H -2.6471 -0.1466 0.2994 0.013
H -1.5014 1.0511 0.2654 -0.113
H -4.0328 1.6764 -0.7223 0.001
H -4.7467 2.5892 -2.9028 0.000
H -3.4177 2.1337 -4.9389 0.000
H -1.4148 0.7047 -4.8109 0.000
H 0.4068 -1.0094 -5.3950 0.000
H 2.2671 -0.0517 -6.6811 0.000
H 4.0648 1.1937 -5.5341 0.000
H 3.9947 1.4985 -3.0828 0.000
H 2.1293 0.5535 -1.7810 0.032
H 1.0558 -3.1401 -3.7478 0.000
H 0.1850 -5.2383 -4.6891 0.000
H -2.2491 -5.6637 -4.7355 0.000
H -3.8185 -3.9811 -3.8324 0.000
H -2.9704 -1.8668 -2.9151 -0.001
C -2.5437 4.5929 -0.0058 0.000
C -1.1550 4.2497 -0.5374 0.000
C -0.4820 5.4674 -1.1633 0.000
C -0.2444 3.6403 0.5318 -0.001
C -0.0889 4.4766 1.8170 0.000
O -0.6251 3.6243 2.8689 0.000
C -0.9549 2.4735 2.2859 0.008
N -0.7819 2.3574 1.0311 0.004
C -1.5576 1.4516 3.1716 -0.007
C -2.5797 1.8957 4.0033 0.001
C -3.2505 1.0159 4.8381 -0.002
C -2.8771 -0.3159 4.8611 0.001
C -1.8356 -0.7616 4.0582 -0.012
C -1.1612 0.1025 3.1978 0.005
P 0.2774 -0.5101 2.2289 -0.014
C 0.9128 -2.0148 3.0286 0.026
C 2.2405 -2.0678 3.4522 0.001
C 2.7647 -3.2482 3.9628 0.000
C 1.9733 -4.3820 4.0595 0.000
C 0.6532 -4.3420 3.6275 -0.001
C 0.1311 -3.1714 3.1034 0.028
C 1.5412 0.7543 2.5011 -0.109
C 2.2302 1.3405 1.4471 -0.052
C 3.1898 2.3107 1.6912 0.006
C 3.4511 2.7086 2.9956 0.000
C 2.7507 2.1425 4.0536 0.000
C 1.7964 1.1681 3.8096 -0.003
H -2.9673 3.7817 0.5920 0.000
H -3.2280 4.7872 -0.8324 0.000
H -2.5293 5.4945 0.6100 0.000
H -1.2647 3.4817 -1.3122 -0.001
H -1.1199 5.9140 -1.9259 0.000
H 0.4680 5.2041 -1.6322 0.000
H -0.2864 6.2401 -0.4149 0.000
H 0.7342 3.4552 0.0817 0.001
H -0.6661 5.3980 1.8144 0.000
H 0.9449 4.6951 2.0727 0.000
H -2.8441 2.9448 3.9907 0.000
H -4.0472 1.3752 5.4749 0.000
H -3.3745 -1.0130 5.5221 0.000
H -1.5273 -1.7910 4.1510 0.001
H 2.8812 -1.1999 3.3732 0.000
H 3.7968 -3.2750 4.2865 0.000
H 2.3826 -5.2968 4.4674 0.000
H 0.0317 -5.2258 3.6889 0.000
H -0.8896 -3.1756 2.7425 -0.002
H 2.0150 1.0470 0.4274 0.090
H 3.7323 2.7576 0.8678 0.000
H 4.2015 3.4639 3.1894 0.000
H 2.9486 2.4589 5.0689 0.000
H 1.2540 0.7277 4.6386 -0.001